Record 1
Density functional theory data (the ωB97M-V functional and the def2-TZVPD basis) for C29H20N3O2PdS as an isolated structure at a distorted geometry.

Positions of all 56 atoms, in Å:
C 3.4876 -0.9411 3.0464
N -1.5039 1.0249 0.3568
C -2.3960 -1.6535 2.7731
H -0.4786 1.6736 2.6542
H 1.0363 -5.6143 -3.4620
C -2.4433 1.0282 -0.6455
H -1.0143 1.5574 -2.1521
Pd 0.5726 1.0130 -0.0952
C -0.9941 0.7223 2.6899
H -2.9433 -2.5898 2.7974
S 2.0188 4.2287 2.5973
C 2.4560 1.4736 2.2516
C -2.3277 -0.9454 1.5856
H 0.5483 -4.2279 -1.4318
H 2.0034 -2.0705 -5.6901
C -4.7383 0.8922 -1.4398
H -2.6654 1.6695 -3.9870
H 1.7543 -4.5551 -5.5450
C 1.4507 -1.8092 -3.6347
C -1.7633 -1.1977 3.9214
H -5.7872 0.7198 -1.2239
H 0.2385 4.5177 -0.5249
C 1.7039 -2.5506 -4.7671
C 1.1335 5.0216 1.3566
H -2.7802 -1.3460 0.6884
C -1.6288 0.2746 1.5126
C -2.9924 1.4276 -2.9820
H 3.8794 -1.9104 3.3210
C 2.9453 -0.7293 1.7880
C 0.8748 -3.7758 -2.3601
C 1.8885 2.7022 1.7327
H 0.9368 6.0784 1.4544
H -1.8311 -1.7568 4.8470
H -4.1522 0.6079 0.5982
C 1.1448 -4.5368 -3.4958
C 1.2068 2.8398 0.5504
H -5.0679 1.2377 -3.5372
O 1.8710 0.5180 -4.1700
C 0.7752 4.1819 0.3514
H 2.9073 -1.5271 1.0547
H -0.5267 0.3524 4.7434
C -4.3405 1.1878 -2.7361
C 1.0416 -2.4105 -2.4531
C 0.8720 -1.2935 -1.4693
N 1.1843 -0.1183 -2.0489
C 2.9924 1.3437 3.5358
C -1.0491 -0.0056 3.8628
C 1.5504 -3.9342 -4.6808
C -3.8161 0.8153 -0.4093
N 2.4377 0.4300 1.4007
H 2.9789 2.1926 4.2071
C 1.5389 -0.3211 -3.3573
C 3.4964 0.1229 3.9377
O 0.4923 -1.3951 -0.2962
H 3.8839 -0.0004 4.9414
C -2.0621 1.3607 -1.9631

Summary:
Energy relative to the best compared isomer or geometry (same formula, charge and spin)   2.285 eV
Gap between HOMO and LUMO (alpha / beta)   6.0 / 6.0 eV
E_HOMO (alpha / beta)   -3.628 / -3.629 eV
LUMO energy (alpha / beta)   2.396 / 2.398 eV
Max |F|   2.048 eV Å⁻¹
DFT total energy   -53279.483 eV
Total charge   -1

---

Record 2
Density functional theory data (the ωB97M-V functional and the def2-TZVPD basis) for an isolated ion of composition C7H14N3O4 and charge +1 at a distorted geometry.

Positions of all 28 atoms, in Å:
H -1.3863 -2.8568 -1.4061
H 1.2374 1.9804 -0.8402
H 2.7865 -0.3854 1.1525
C 0.2188 0.6718 0.3072
H 1.4560 -1.7438 -1.0204
H -2.6859 2.0109 -1.7818
C 1.2971 -1.4983 0.0980
H -2.0051 2.7819 0.7948
C -1.0579 -1.1450 -0.2177
C -1.7274 1.1574 -0.4719
N 1.0954 1.0490 -0.6624
C 2.4373 0.3982 -0.7139
O 0.3610 1.0795 1.6565
N 2.4716 -0.7343 0.1807
H 4.2447 1.3731 -0.9414
H 0.4932 2.0439 1.6457
H 2.6004 0.0196 -1.7050
H -3.4477 1.7641 0.9109
H -2.2373 -2.7310 0.2240
C -2.3931 1.8137 0.8280
H -0.4556 -3.2247 0.1690
C -1.2810 -2.6228 -0.3733
O -1.8845 1.6095 -1.6822
O -2.0313 -0.3532 -0.3704
O 3.3619 1.3838 -0.4048
N 0.0858 -0.7011 0.2044
H -2.0680 1.3662 1.7381
H 1.0936 -2.4721 0.6744

Summary:
Energy relative to the best compared isomer or geometry (same formula, charge and spin)   3.640 eV
Gap between HOMO and LUMO   9.7 eV
E_HOMO   -12.502 eV
LUMO energy   -2.807 eV
Max |F|   6.765 eV Å⁻¹
DFT total energy   -20136.649 eV
Total charge   +1

---

Record 3
Density functional theory data (the ωB97M-V functional and the def2-TZVPD basis) for one molecule with the formula C4H10O2 at a distorted geometry.

Positions of all 16 atoms, in Å:
H -0.0690 1.1000 -0.8843
C -1.6792 -0.2024 -2.4774
H -1.8014 -0.9825 -3.2327
H 3.1982 0.6470 1.6977
H -2.6715 0.0846 -2.0939
C -0.5888 0.2260 -0.4603
H -0.2185 -0.6187 1.5234
H 1.9474 0.6455 3.0209
O 1.3855 0.4748 0.8560
H -1.2220 0.6825 -2.9484
O -0.8627 -0.7250 -1.4620
H 0.7052 -1.3641 0.1884
C 2.2501 0.1640 1.8959
C 0.3226 -0.4168 0.5895
H -1.5314 0.5863 -0.0140
H 2.0590 -0.5601 2.6790

Summary:
Energy relative to the best compared isomer or geometry (same formula, charge and spin)   3.601 eV
Gap between HOMO and LUMO   10.1 eV
E_HOMO   -9.093 eV
LUMO energy   1.038 eV
Max |F|   4.320 eV Å⁻¹
DFT total energy   -8401.946 eV
Total charge   0